{"formula": "C40H34N3P2PtS2", "method": "ωB97M-V/def2-TZVPD", "lumo_ev": [-3.093, -5.446], "s_squared": 2.048, "charge": 1, "spin_multiplicity": 3, "species": ["Pt", "C", "C", "P", "C", "C", "C", "C", "C", "C", "C", "C", "C", "C", "C", "C", "C", "P", "C", "C", "C", "C", "C", "C", "C", "C", "C", "C", "C", "C", "H", "H", "H", "H", "H", "H", "H", "H", "H", "H", "H", "H", "H", "H", "H", "H", "H", "H", "H", "H", "H", "H", "H", "H", "H", "H", "S", "C", "N", "C", "C", "C", "C", "C", "C", "S", "H", "H", "H", "H", "N", "C", "C", "C", "C", "N", "C", "C", "H", "H", "H", "H"], "positions_angstrom": [[3.4436, -13.9507, -13.0216], [5.0731, -15.5461, -10.0548], [6.0657, -15.6708, -11.2157], [5.2610, -15.3772, -12.8306], [4.7516, -16.9758, -13.4673], [4.7548, -18.1423, -12.6923], [4.0794, -19.2524, -13.1738], [3.5197, -19.2764, -14.4576], [3.7376, -18.1953, -15.3091], [4.3322, -17.0724, -14.8078], [6.6714, -14.7741, -13.8594], [7.0347, -13.4600, -13.7150], [8.0841, -12.9362, -14.4544], [8.7684, -13.7375, -15.3833], [8.3001, -15.0557, -15.6078], [7.2388, -15.5851, -14.8427], [4.5779, -14.1293, -9.7356], [3.2320, -13.4871, -10.8222], [1.6578, -14.2950, -10.2480], [1.2220, -15.4365, -10.9485], [-0.0879, -15.8086, -10.7700], [-0.9893, -15.1113, -9.9752], [-0.4358, -14.1994, -9.1124], [0.8390, -13.6546, -9.3199], [2.9634, -11.7527, -10.4301], [1.8234, -11.2269, -11.0639], [1.5679, -9.8716, -10.8988], [2.5180, -9.0350, -10.2164], [3.6740, -9.5772, -9.6889], [3.8685, -10.9447, -9.7513], [5.5196, -15.9243, -9.1166], [4.1824, -16.1658, -10.1531], [6.6254, -16.6191, -11.1105], [6.8590, -14.9276, -11.1170], [5.1262, -18.1448, -11.6930], [3.8753, -20.0640, -12.5541], [2.9021, -20.1235, -14.7782], [3.3673, -18.2124, -16.3308], [4.4585, -16.1702, -15.4367], [6.5756, -12.8632, -12.9149], [8.4289, -11.9178, -14.2772], [9.6685, -13.3982, -15.9214], [8.6845, -15.6136, -16.4569], [6.9021, -16.6246, -15.0173], [5.4461, -13.4320, -9.7775], [4.1341, -14.1058, -8.7514], [1.8544, -15.8422, -11.7492], [-0.4302, -16.6694, -11.3450], [-2.0771, -15.1813, -10.1154], [-1.0342, -13.7024, -8.3391], [1.1422, -12.7048, -8.8521], [1.1403, -11.8444, -11.6315], [0.5907, -9.4696, -11.1905], [2.3596, -7.9560, -10.2478], [4.4402, -8.9854, -9.1995], [4.6585, -11.4258, -9.1987], [0.8758, -14.1381, -14.0768], [0.2217, -15.6992, -14.4085], [0.5833, -16.8316, -13.7765], [-0.4390, -17.7439, -13.9330], [-0.5399, -18.9175, -13.1894], [-1.8129, -19.5566, -13.2024], [-2.8188, -19.1597, -14.0790], [-2.5970, -18.1371, -15.0059], [-1.4288, -17.4041, -14.9182], [-1.0953, -15.8205, -15.5489], [0.2218, -19.1641, -12.4776], [-2.0901, -20.2615, -12.4172], [-3.7935, -19.6482, -14.0058], [-3.3364, -17.8044, -15.7458], [4.3990, -10.4939, -19.4606], [4.0544, -11.0563, -18.4630], [3.7828, -11.6321, -17.1888], [3.1312, -12.8356, -17.0843], [3.0814, -13.4738, -15.8463], [3.5980, -12.9450, -14.7315], [4.1855, -11.7007, -14.8456], [4.3100, -10.9976, -16.0547], [2.5967, -13.3545, -17.8931], [2.6445, -14.4895, -15.8275], [4.6027, -11.2574, -13.8996], [4.4974, -9.9038, -16.1019]], "forces_ev_per_angstrom": [[0.73, -0.53, 2.35], [-0.29, 0.01, 1.06], [-0.13, -0.15, 0.71], [0.38, 0.49, -0.44], [0.70, -1.00, -0.45], [-0.91, 0.66, -0.65], [-0.49, 0.72, -1.48], [0.20, -0.06, 0.33], [-0.54, -0.62, -0.15], [0.26, 1.70, 0.28], [-1.27, -1.51, -0.25], [0.51, 0.86, 0.64], [0.94, -0.04, -0.33], [-0.53, -0.82, 0.08], [-0.52, 0.68, 0.15], [0.93, 0.15, -0.55], [0.46, 0.77, -0.55], [-0.59, -1.75, 0.42], [0.91, 0.68, -0.33], [0.45, 1.10, 0.56], [-0.71, -1.22, -1.14], [0.28, -0.28, -0.03], [-0.41, 2.27, 0.83], [0.08, -0.94, -0.09], [0.06, -0.16, -0.79], [0.39, 1.23, 0.66], [0.40, 0.49, 0.90], [-0.88, -0.38, -1.33], [-0.02, 0.18, 0.16], [-0.59, -0.81, 0.03], [0.14, 0.15, -0.47], [-0.02, -0.32, -0.48], [-0.47, 0.19, -0.56], [-0.14, 0.29, -0.01], [0.22, 0.00, 0.53], [0.04, -1.32, 1.06], [0.43, 0.29, 0.12], [0.11, -0.01, 0.13], [-0.19, -0.61, 0.27], [0.04, -0.09, -0.49], [-0.15, -0.20, -0.03], [-0.75, 0.04, 0.26], [0.22, -0.13, 0.36], [0.23, 0.82, 0.17], [-0.60, -0.27, 0.14], [0.15, 0.04, 0.54], [-0.37, -0.21, 0.59], [-0.16, 0.33, -0.05], [0.58, -0.57, 0.57], [-0.09, -0.17, -0.50], [-0.16, -0.78, 0.05], [0.00, -0.13, 0.07], [0.61, 0.04, -0.21], [-0.03, -0.32, 0.35], [-0.27, 0.20, -0.03], [0.40, 0.13, -0.11], [-0.46, -1.06, 0.06], [1.37, 0.21, 0.48], [-1.46, 0.89, -0.21], [1.00, 0.28, -1.25], [-2.39, -0.45, 0.23], [1.41, 0.59, 0.70], [-0.11, 0.23, -0.65], [-0.58, 0.11, -0.41], [0.24, 0.13, 1.04], [-0.18, -0.40, 0.25], [0.25, -0.17, 0.20], [0.43, -0.12, -0.40], [0.33, 0.19, -0.21], [0.07, -0.42, 0.52], [-1.58, -2.54, 4.20], [1.42, 3.03, -4.66], [0.40, 0.19, -0.17], [-0.66, -1.21, 0.32], [0.07, -0.07, -1.07], [0.89, 1.81, -2.88], [0.31, 0.32, 0.54], [-1.37, -0.22, 1.01], [0.68, 0.54, 0.08], [0.38, 0.80, 0.31], [-0.69, -0.63, -1.05], [0.65, -1.13, 0.17]], "lowdin_spin": [0.45, 0.00, 0.01, 0.10, 0.02, 0.01, 0.00, 0.01, 0.00, 0.01, 0.01, 0.00, 0.00, 0.01, 0.00, 0.01, 0.00, 0.10, 0.01, 0.01, 0.00, 0.00, 0.00, 0.01, 0.03, 0.02, 0.00, 0.01, 0.00, 0.01, 0.00, 0.00, 0.00, 0.00, 0.00, 0.00, 0.00, 0.00, 0.00, 0.00, 0.00, 0.00, 0.00, 0.00, 0.00, 0.00, 0.00, 0.00, 0.00, 0.00, 0.00, 0.01, 0.00, 0.00, 0.00, 0.00, 0.53, 0.01, 0.17, 0.03, 0.06, 0.00, 0.08, -0.02, 0.07, 0.01, 0.00, 0.00, 0.00, 0.00, 0.01, 0.00, 0.02, 0.00, 0.04, 0.06, 0.03, 0.00, 0.00, 0.01, 0.00, 0.00]}

=====

{"formula": "C40H34N6O6S4Ta", "method": "ωB97M-V/def2-TZVPD", "lumo_ev": -9.686, "charge": 3, "species": ["Ta", "S", "C", "C", "C", "C", "C", "C", "N", "C", "C", "C", "C", "C", "C", "C", "C", "N", "C", "C", "C", "C", "C", "S", "C", "H", "H", "H", "H", "H", "H", "H", "H", "H", "H", "H", "H", "C", "N", "C", "C", "C", "O", "N", "C", "O", "H", "H", "H", "H", "H", "S", "C", "N", "C", "C", "C", "C", "H", "H", "H", "H", "H", "C", "C", "C", "C", "C", "C", "C", "S", "O", "O", "N", "C", "C", "C", "O", "O", "H", "H", "H", "H", "H", "H", "H", "H", "H", "H", "H", "H"], "positions_angstrom": [[-0.7149, 0.9420, 0.4552], [-5.5784, -0.9803, -4.3937], [-6.8057, -1.9479, -3.7251], [-6.7667, -1.9642, -2.3620], [-5.7167, -1.1717, -1.8505], [-4.9770, -0.5658, -2.8343], [-3.8423, 0.3311, -2.6693], [-3.0468, 0.2441, -1.5198], [-2.0015, 1.0500, -1.2859], [-1.6706, 1.9879, -2.2220], [-2.3721, 2.1116, -3.4195], [-1.9694, 3.1238, -4.3579], [-0.9600, 3.9697, -4.0676], [-0.2660, 3.8877, -2.8107], [0.7643, 4.7642, -2.4496], [1.3743, 4.6665, -1.2066], [0.9310, 3.6333, -0.3634], [-0.0177, 2.7577, -0.6896], [-0.6348, 2.8995, -1.8993], [2.4201, 5.5750, -0.7576], [3.0774, 5.5880, 0.4486], [4.0337, 6.6238, 0.5419], [4.0885, 7.3785, -0.5922], [2.9867, 6.8465, -1.7780], [-3.4697, 1.2666, -3.6275], [-7.4926, -2.4668, -4.3755], [-7.4691, -2.5179, -1.7572], [-5.5384, -1.0279, -0.7927], [-3.2178, -0.5682, -0.8255], [-2.5005, 3.1965, -5.2980], [-0.6584, 4.7323, -4.7738], [1.0668, 5.5319, -3.1522], [1.3371, 3.5591, 0.6335], [2.8938, 4.8946, 1.2582], [4.6496, 6.8063, 1.4095], [4.7219, 8.2284, -0.7942], [-4.0375, 1.3574, -4.5467], [-5.7759, -1.1127, 2.6980], [-4.6922, -0.1478, 2.4153], [-4.7206, 1.0806, 2.9533], [-3.7351, 2.0164, 2.7481], [-2.7155, 1.5792, 1.9285], [-1.6325, 2.2776, 1.5512], [-2.6656, 0.3721, 1.3681], [-3.6258, -0.5841, 1.6047], [-3.5616, -1.7034, 1.1523], [-5.6393, -1.5429, 3.6881], [-5.7348, -1.9004, 1.9548], [-6.7305, -0.5962, 2.6450], [-5.5806, 1.2987, 3.5749], [-3.7594, 2.9990, 3.1902], [1.7662, 1.0159, 0.5090], [2.5010, -0.2979, 1.4076], [2.5030, -0.2759, 2.7224], [3.4077, -1.0130, 3.5086], [4.2481, -1.8786, 2.9470], [4.1665, -2.2840, 1.5382], [3.1945, -1.3129, 0.6961], [1.9524, 0.4372, 3.1841], [3.4239, -0.7421, 4.5532], [5.0436, -2.2985, 3.5500], [5.5161, -3.8766, 1.2889], [3.4169, -1.1470, -0.3481], [6.8837, -2.1797, -1.0498], [5.6155, -2.7969, -0.5476], [4.7494, -3.3831, -1.3822], [3.4826, -4.0097, -1.0509], [2.6729, -3.7452, -0.0157], [2.8617, -2.7783, 1.0810], [5.4557, -2.8357, 0.9506], [1.0160, -4.3632, -0.1976], [1.0851, -5.6893, -0.7103], [0.2776, -3.3315, -0.8701], [0.4333, -4.3983, 1.3533], [-0.7949, -3.6791, 1.6965], [-0.5616, -2.4310, 2.5656], [-0.4032, -1.1440, 1.8313], [-0.3691, -0.0057, 2.4088], [-0.3929, -1.0669, 0.5475], [6.8722, -2.0474, -2.1293], [7.7371, -2.8140, -0.7933], [7.0616, -1.2118, -0.5748], [5.0064, -3.4156, -2.4354], [3.1012, -4.7120, -1.7859], [2.1168, -2.8608, 1.8606], [6.2917, -2.3066, 1.4084], [0.5055, -5.3311, 1.7408], [-1.4356, -4.3566, 2.2566], [-1.3352, -3.3989, 0.7947], [0.2917, -2.5511, 3.2402], [-1.4162, -2.2625, 3.2287]], "forces_ev_per_angstrom": [[0.47, 0.30, 0.70], [0.02, 0.02, 0.02], [0.01, -0.02, -0.04], [-0.04, -0.01, 0.02], [0.01, 0.03, 0.07], [-0.05, -0.02, -0.08], [0.06, 0.04, -0.04], [0.09, -0.41, -0.22], [0.32, -0.29, 0.04], [-0.13, 0.24, 0.06], [-0.04, 0.02, -0.06], [-0.01, -0.02, 0.00], [0.02, -0.01, 0.00], [0.00, 0.07, -0.02], [0.03, -0.04, 0.06], [-0.04, 0.04, -0.06], [-0.19, 0.30, 0.24], [-0.17, -0.22, -0.18], [0.20, -0.18, -0.12], [-0.02, 0.04, -0.11], [0.05, 0.05, 0.02], [-0.03, -0.04, 0.02], [-0.05, 0.01, -0.10], [0.07, -0.03, 0.17], [0.03, -0.03, 0.04], [0.01, 0.01, 0.01], [0.02, 0.01, 0.00], [0.03, -0.04, -0.01], [-0.01, 0.07, 0.06], [0.00, 0.00, 0.01], [-0.01, 0.00, 0.01], [0.00, 0.00, 0.01], [0.05, -0.07, -0.03], [-0.01, 0.00, -0.02], [0.00, 0.00, -0.01], [-0.01, -0.01, 0.00], [-0.01, 0.01, 0.01], [-0.02, 0.02, 0.03], [0.05, -0.03, -0.04], [-0.03, 0.02, 0.00], [-0.05, 0.02, 0.08], [0.11, 0.07, -0.02], [-0.03, 0.06, 0.08], [-0.38, 0.54, -0.01], [0.04, -0.12, 0.05], [0.00, 0.03, 0.02], [0.02, -0.01, -0.01], [0.00, 0.00, -0.01], [0.01, 0.01, 0.01], [0.00, -0.01, -0.01], [-0.01, 0.00, -0.01], [-0.14, 0.21, -0.23], [0.11, -0.15, -0.10], [-0.01, 0.02, 0.00], [0.00, 0.02, 0.07], [0.02, -0.03, -0.02], [-0.01, -0.04, -0.07], [0.01, -0.06, 0.09], [0.00, 0.00, 0.01], [-0.01, 0.01, -0.01], [-0.01, 0.00, 0.00], [0.01, 0.00, 0.00], [0.00, 0.00, 0.00], [0.02, 0.00, 0.02], [0.03, -0.02, 0.03], [-0.01, 0.06, -0.07], [-0.01, -0.03, 0.00], [-0.03, 0.00, -0.03], [-0.02, 0.08, 0.01], [0.01, 0.01, 0.01], [0.06, 0.00, 0.08], [0.01, 0.00, 0.00], [-0.04, 0.02, -0.02], [-0.05, 0.01, 0.00], [0.03, 0.04, 0.04], [0.03, 0.00, -0.07], [-0.17, -0.01, 0.25], [0.20, -0.30, -0.26], [-0.32, -0.19, -0.33], [0.01, -0.03, 0.00], [-0.01, 0.02, 0.02], [-0.02, 0.00, -0.02], [-0.01, 0.00, 0.01], [0.02, 0.00, 0.00], [-0.01, 0.00, 0.00], [0.00, 0.01, 0.00], [-0.02, 0.00, -0.03], [0.02, -0.02, 0.01], [-0.01, -0.02, 0.00], [0.01, -0.01, -0.01], [-0.02, 0.00, -0.01]], "mulliken_charge": [2.22, -0.11, -0.40, -0.62, -0.36, 0.13, 0.30, -0.47, -0.46, 0.17, 0.60, -1.19, -1.21, 0.51, -0.67, 0.56, -0.13, -0.30, -0.01, 0.40, -0.43, -0.61, -0.36, -0.16, -0.65, 0.47, 0.41, 0.37, 0.92, 0.51, 0.50, 0.53, 0.49, 0.40, 0.41, 0.48, 0.58, -1.04, 0.13, 0.02, -1.34, 0.59, -0.67, 0.22, 0.10, -0.54, 0.36, 0.34, 0.42, 0.53, 0.58, -0.78, -0.26, 0.29, -0.91, -1.08, 1.54, -0.63, 0.35, 0.52, 0.58, 0.45, 0.91, -1.74, 0.93, -1.17, -0.55, -1.34, 0.85, -1.59, 1.32, -0.70, -0.54, -0.21, -1.13, -1.10, 1.64, -0.63, -0.79, 0.42, 0.35, 0.40, 0.45, 0.53, 1.15, 0.64, 0.31, 0.54, 0.46, 0.49, 0.49]}